Entry 1:
{"formula": "C10H30ClO5S2", "method": "the ωB97M-V functional and the def2-TZVPD basis", "charge": -1, "homo_energy_ev": -5.766, "gap_ev": 8.69, "lumo_ev": 2.9, "e_tot_ha": -2031.55317, "multiplicity": 1, "symbols": ["Cl", "C", "C", "O", "H", "H", "H", "H", "H", "H", "C", "C", "O", "H", "H", "H", "H", "H", "H", "C", "C", "O", "H", "H", "H", "H", "H", "H", "C", "S", "O", "C", "H", "H", "H", "H", "H", "H", "C", "S", "O", "C", "H", "H", "H", "H", "H", "H"], "coordinates": [[-24.17, 2.41, 47.76], [-19.14, 4.87, 46.33], [-20.68, 4.70, 46.43], [-20.94, 3.50, 47.08], [-18.90, 5.80, 46.00], [-18.66, 4.27, 45.58], [-18.57, 4.73, 47.31], [-21.22, 4.97, 45.43], [-21.03, 5.61, 47.18], [-21.92, 3.39, 47.09], [-25.79, 0.27, 51.76], [-25.83, 1.09, 50.46], [-24.50, 1.13, 49.92], [-25.33, 0.80, 52.48], [-25.51, -0.84, 51.71], [-26.84, 0.20, 52.21], [-26.25, 2.13, 50.79], [-26.67, 0.60, 50.06], [-24.50, 1.40, 49.01], [-20.99, 1.39, 43.98], [-20.86, 0.69, 45.41], [-22.17, 0.35, 45.84], [-19.86, 1.70, 43.62], [-21.70, 2.45, 43.99], [-21.21, 0.80, 43.26], [-20.36, 1.47, 45.96], [-20.46, -0.26, 45.20], [-22.65, 1.07, 45.94], [-26.41, -1.56, 48.40], [-25.23, -1.91, 49.68], [-25.10, -3.46, 49.75], [-23.76, -1.40, 48.86], [-26.04, -2.01, 47.46], [-26.44, -0.48, 48.49], [-27.38, -2.21, 48.57], [-23.45, -1.81, 47.85], [-22.68, -1.62, 49.37], [-23.82, -0.33, 48.49], [-27.81, 3.54, 48.45], [-27.64, 3.58, 46.70], [-29.03, 3.75, 46.13], [-27.08, 5.27, 46.53], [-28.52, 2.69, 48.75], [-27.81, 4.51, 49.22], [-26.95, 2.97, 48.66], [-27.90, 5.87, 47.04], [-26.62, 5.62, 45.64], [-26.15, 5.27, 47.24]]}



Entry 2:
{"formula": "C10H30N10O20", "method": "the ωB97M-V functional and the def2-TZVPD basis", "homo_energy_ev": -10.831, "gap_ev": 10.17, "lumo_ev": -0.7, "smiles": "C[N+](=O)[O-].C[N+](=O)[O-].C[N+](=O)[O-].C[N+](=O)[O-].C[N+](=O)[O-].C[N+](=O)[O-].C[N+](=O)[O-].C[N+](=O)[O-].C[N+](=O)[O-].C[N+](=O)[O-]", "e_tot_ha": -2450.35792, "multiplicity": 1, "symbols": ["C", "N", "O", "O", "H", "H", "H", "C", "N", "O", "O", "H", "H", "H", "C", "N", "O", "O", "H", "H", "H", "C", "N", "O", "O", "H", "H", "H", "C", "N", "O", "O", "H", "H", "H", "C", "N", "O", "O", "H", "H", "H", "C", "N", "O", "O", "H", "H", "H", "C", "N", "O", "O", "H", "H", "H", "C", "N", "O", "O", "H", "H", "H", "C", "N", "O", "O", "H", "H", "H"], "coordinates": [[3.00, 1.07, -5.01], [2.85, 2.44, -4.56], [2.15, 2.69, -3.58], [3.43, 3.30, -5.25], [2.81, 1.06, -6.09], [2.25, 0.44, -4.54], [4.06, 0.95, -4.79], [4.34, -2.93, -0.92], [4.31, -1.55, -1.34], [5.12, -0.78, -0.81], [3.31, -1.14, -1.94], [3.74, -3.06, -0.03], [5.40, -3.12, -0.73], [3.96, -3.57, -1.71], [-3.19, 0.28, -2.34], [-3.62, -1.12, -2.30], [-3.20, -1.75, -1.36], [-4.41, -1.55, -3.09], [-3.49, 0.86, -1.46], [-3.56, 0.79, -3.23], [-2.10, 0.30, -2.44], [-1.40, 4.33, 1.23], [-2.50, 4.21, 0.22], [-2.40, 3.42, -0.71], [-3.36, 5.11, 0.28], [-0.49, 4.44, 0.65], [-1.49, 3.34, 1.69], [-1.75, 5.15, 1.85], [0.19, -4.61, 3.24], [0.76, -3.85, 2.08], [1.67, -4.31, 1.43], [0.22, -2.81, 1.70], [-0.22, -5.46, 2.69], [-0.61, -4.04, 3.72], [1.00, -4.95, 3.90], [3.12, -0.31, 2.83], [4.47, -0.88, 3.07], [4.79, -1.87, 2.42], [5.10, -0.54, 4.09], [2.47, -0.61, 3.66], [2.66, -0.85, 2.00], [3.17, 0.77, 2.72], [-1.82, 0.12, -6.03], [-1.01, -0.65, -5.08], [-0.33, -0.06, -4.21], [-1.03, -1.88, -5.16], [-2.83, 0.38, -5.72], [-1.90, -0.36, -7.00], [-1.28, 1.02, -6.34], [-2.74, -1.21, 3.05], [-4.20, -1.52, 2.86], [-4.51, -2.60, 2.43], [-5.02, -0.63, 3.07], [-2.68, -0.75, 4.03], [-2.31, -0.53, 2.32], [-2.10, -2.09, 3.02], [-1.55, 2.09, 5.62], [-1.65, 2.00, 4.12], [-0.62, 1.62, 3.54], [-2.71, 2.18, 3.55], [-2.01, 1.19, 6.02], [-1.95, 3.02, 6.03], [-0.48, 2.09, 5.84], [0.52, 1.19, -0.98], [0.01, 0.81, 0.32], [-0.96, 1.38, 0.68], [0.69, 0.04, 0.93], [-0.02, 0.70, -1.79], [1.57, 0.92, -1.08], [0.38, 2.23, -1.28]]}